1.
The following is a DFT calculation (the ωB97M-V functional and the def2-TZVPD basis) of the molecule C5H8O2.

```
15
Properties=species:S:1:pos:R:3:forces:R:3:nbo_charge:R:1
O -1.519 -1.052 2.170 -0.108 -0.481 -0.069 -0.705
C -1.806 -0.507 0.927 0.021 0.145 -0.315 0.040
C -1.045 -0.657 -0.127 0.027 -0.016 0.030 -0.059
C -0.186 -0.746 -1.110 -0.117 0.013 0.131 -0.208
C 0.956 0.230 -1.293 0.056 0.002 0.031 -0.455
C 1.089 1.233 -0.148 -0.027 0.181 -0.348 -0.061
O 1.431 0.623 1.077 -0.153 -0.118 0.172 -0.720
H -1.371 -2.005 2.059 0.104 0.375 0.092 0.486
H -2.709 0.100 0.919 0.154 -0.066 -0.008 0.195
H -0.271 -1.561 -1.831 -0.020 0.121 0.091 0.221
H 1.893 -0.335 -1.375 -0.129 0.031 0.001 0.222
H 0.829 0.765 -2.246 -0.004 -0.066 0.162 0.219
H 1.898 1.934 -0.374 -0.106 -0.093 0.004 0.184
H 0.161 1.819 -0.060 0.133 -0.097 0.029 0.164
H 0.650 0.160 1.412 0.170 0.069 -0.006 0.478
```
Positions in Å, forces in eV/Å.

## Properties
**HOMO energy**: -9.4 eV
**Kohn-Sham gap**: 10.2 eV
**Calculated total energy**: -345.71789 a.u.
**Energy above the lowest of the compared OMol25 structures with the same formula, charge and spin**: 54.6 kcal/mol
**SMILES string**: OC=C=CCCO


2.
The following is a DFT calculation (the ωB97M-V functional and the def2-TZVPD basis) of a structure of composition C5H8O2.

```
15
Properties=species:S:1:pos:R:3:forces:R:3:nbo_charge:R:1
O -1.495 -1.254 -1.202 -0.144 0.223 -0.096 -0.703
C -0.367 -0.946 -0.421 0.246 -0.001 0.201 0.065
C 0.688 -0.056 -1.123 0.049 -0.033 -0.086 -0.536
C 0.547 1.276 -0.388 0.021 -0.052 -0.196 0.095
C 0.594 0.403 1.422 0.007 -0.133 0.167 -0.464
C -0.701 0.035 0.704 -0.178 -0.107 0.110 0.045
O -0.830 1.281 -0.003 0.013 0.013 -0.019 -0.553
H -1.894 -0.405 -1.444 0.002 -0.175 -0.039 0.471
H 0.031 -1.896 -0.055 -0.055 0.130 -0.041 0.186
H 1.707 -0.452 -1.120 -0.137 0.062 0.058 0.226
H 0.401 0.116 -2.166 0.058 -0.015 0.131 0.243
H 1.199 1.347 0.650 -0.008 0.085 0.009 0.273
H 1.304 -0.382 1.686 -0.069 0.077 -0.067 0.215
H 0.422 1.120 2.227 0.072 -0.066 -0.087 0.235
H -1.585 -0.207 1.302 0.123 -0.008 -0.044 0.202
```
Positions in Å, forces in eV/Å.

## Properties
**HOMO energy**: -8.4 eV
**Kohn-Sham gap**: 9.1 eV
**Calculated total energy**: -345.62215 a.u.
**Energy above the lowest of the compared OMol25 structures with the same formula, charge and spin**: 114.7 kcal/mol


3.
The following is a DFT calculation (the ωB97M-V functional and the def2-TZVPD basis) of a structure of composition C5H8O2 in a non-equilibrium geometry.

```
15
Properties=species:S:1:pos:R:3:forces:R:3:nbo_charge:R:1
C -0.396 1.560 -0.187 -0.041 0.035 -0.051 -0.614
C -0.069 0.166 0.294 -0.144 0.115 -0.003 0.236
C -0.700 -1.012 -0.404 0.035 -0.118 -0.195 -0.461
C -1.129 -0.631 0.995 -0.064 0.039 0.160 -0.437
O 1.251 0.066 0.734 -0.094 -0.056 0.139 -0.729
C 2.407 -0.555 -0.560 0.102 0.211 -1.037 0.561
O 2.356 -0.160 -1.638 0.046 -0.276 0.934 -0.433
H 0.255 1.831 -1.025 -0.100 -0.024 0.105 0.214
H -0.240 2.287 0.618 -0.017 -0.133 -0.101 0.217
H -1.437 1.625 -0.518 0.139 -0.008 0.043 0.207
H -1.374 -0.817 -1.234 0.098 -0.048 0.151 0.218
H -0.115 -1.923 -0.505 -0.099 0.143 0.004 0.209
H -2.111 -0.182 1.125 0.202 -0.045 -0.020 0.214
H -0.816 -1.282 1.807 0.004 0.119 -0.147 0.221
H 2.118 -0.974 0.497 -0.067 0.045 0.020 0.376
```
Positions in Å, forces in eV/Å.

## Properties
**HOMO energy**: -9.0 eV
**Kohn-Sham gap**: 9.6 eV
**Calculated total energy**: -345.65791 a.u.
**Energy above the lowest of the compared OMol25 structures with the same formula, charge and spin**: 92.3 kcal/mol


4.
The following is a DFT calculation (the ωB97M-V functional and the def2-TZVPD basis) of the molecule C5H8O2.

```
15
Properties=species:S:1:pos:R:3:forces:R:3:nbo_charge:R:1
C 0.922 1.074 -0.724 0.030 0.038 -0.053 -0.637
C 0.422 0.142 0.373 -0.076 0.035 -0.154 0.146
O 1.181 0.260 1.545 0.145 0.137 -0.010 -0.691
C -1.118 0.149 0.582 -0.081 0.150 0.121 -0.422
C -1.266 -1.118 -0.296 -0.069 -0.113 -0.078 -0.535
C 0.252 -1.293 -0.183 0.275 -0.395 -0.133 0.592
O 1.013 -2.201 -0.369 -0.385 0.442 0.116 -0.500
H 0.996 2.098 -0.336 -0.069 -0.119 -0.051 0.215
H 1.912 0.749 -1.066 -0.130 0.066 0.060 0.225
H 0.252 1.090 -1.589 0.079 -0.051 0.129 0.224
H 1.876 0.913 1.403 -0.040 -0.159 0.085 0.474
H -1.346 -0.053 1.632 0.031 0.023 -0.149 0.227
H -1.651 1.047 0.258 0.109 -0.132 0.032 0.211
H -1.866 -1.943 0.097 0.106 0.121 -0.061 0.239
H -1.578 -0.913 -1.327 0.076 -0.042 0.145 0.232
```
Positions in Å, forces in eV/Å.

## Properties
**HOMO energy**: -9.3 eV
**Kohn-Sham gap**: 10.1 eV
**Calculated total energy**: -345.76650 a.u.
**Energy above the lowest of the compared OMol25 structures with the same formula, charge and spin**: 24.1 kcal/mol
**SMILES string**: C[C@@]1(O)CCC1=O


5.
The following is a DFT calculation (the ωB97M-V functional and the def2-TZVPD basis) of a structure of composition C5H8O2.

```
15
Properties=species:S:1:pos:R:3:forces:R:3:nbo_charge:R:1
C 0.024 0.735 -1.802 0.066 0.060 -0.018 -0.627
C -0.196 0.147 -0.450 -0.246 -0.203 -0.097 -0.155
C 1.269 -0.042 0.803 0.297 0.084 0.014 0.159
O 1.081 -1.040 1.635 0.188 0.097 0.202 -0.790
C -0.266 -1.093 0.107 -0.240 0.110 -0.351 0.124
C -1.253 -0.090 0.578 -0.170 -0.111 -0.186 0.074
O -1.205 0.402 1.874 0.107 -0.045 0.106 -0.718
H 0.797 0.178 -2.343 -0.086 0.111 0.111 0.224
H -0.908 0.646 -2.374 0.151 0.076 0.056 0.230
H 0.301 1.793 -1.779 -0.018 -0.128 0.087 0.227
H 1.153 0.983 1.198 0.052 -0.125 -0.159 0.165
H 2.076 -0.100 0.051 -0.173 -0.144 0.070 0.149
H -0.098 -2.151 -0.038 0.072 0.152 0.089 0.251
H -2.278 -0.243 0.233 0.114 -0.093 0.071 0.187
H -0.498 -0.124 2.308 -0.114 0.160 0.005 0.500
```
Positions in Å, forces in eV/Å.

## Properties
**HOMO energy**: -8.4 eV
**Kohn-Sham gap**: 8.6 eV
**Calculated total energy**: -345.58891 a.u.
**Energy above the lowest of the compared OMol25 structures with the same formula, charge and spin**: 135.6 kcal/mol


6.
The following is a DFT calculation (the ωB97M-V functional and the def2-TZVPD basis) of the molecule C5H8O2 in a non-equilibrium geometry.

```
15
Properties=species:S:1:pos:R:3:forces:R:3:nbo_charge:R:1
C 0.102 0.075 -0.494 -0.103 -0.103 -0.402 -0.086
C 2.481 -0.177 -0.055 0.409 -0.061 0.043 0.665
C -0.545 -1.162 0.105 1.803 0.912 -0.527 0.159
C 0.072 1.420 0.280 -4.140 -0.885 -0.037 -0.623
C -1.976 -1.133 0.143 -0.545 -1.657 -1.203 -0.829
O 1.519 -0.171 -0.942 -3.290 0.243 0.426 -0.507
O 2.572 0.177 1.080 -0.664 0.153 0.481 -0.584
H -0.408 0.224 -1.482 0.350 -0.087 0.572 0.213
H 3.233 -0.594 -0.644 2.554 -0.779 -0.496 0.098
H -1.033 1.759 0.469 1.641 -0.834 -0.502 0.205
H 0.440 2.163 -0.363 1.046 1.015 -0.492 0.227
H 0.475 1.354 1.251 0.983 0.029 0.734 0.248
H -2.108 -1.432 1.194 -0.567 0.957 0.386 0.312
H -2.312 -2.233 -0.168 0.454 2.273 -0.086 0.298
H -2.512 -0.270 -0.375 0.068 -1.175 1.102 0.204
```
Positions in Å, forces in eV/Å.

## Properties
**HOMO energy**: -8.6 eV
**Kohn-Sham gap**: 8.4 eV
**Calculated total energy**: -345.62843 a.u.
**Energy above the lowest of the compared OMol25 structures with the same formula, charge and spin**: 110.8 kcal/mol


7.
The following is a DFT calculation (the ωB97M-V functional and the def2-TZVPD basis) of a cluster of 2 separate species, C5H8O2 in total in a non-equilibrium geometry.

```
15
Properties=species:S:1:pos:R:3:forces:R:3:nbo_charge:R:1
C -0.932 -0.945 0.495 2.624 -0.744 1.089 0.299
C -0.385 -0.107 -2.249 0.432 -1.528 -0.035 -0.170
C 0.159 0.788 -1.303 2.615 1.189 2.463 0.153
C 0.750 0.444 1.983 -0.659 1.434 -1.370 -0.678
C 0.447 -0.610 0.953 1.234 0.007 -1.844 -0.218
O -1.281 -1.959 -0.096 0.087 0.281 -0.109 -0.594
O -1.031 1.090 -1.782 -1.330 1.127 0.250 -0.441
H -1.641 -0.187 0.771 -0.768 0.716 0.281 0.119
H -0.130 -0.140 -3.291 0.105 0.096 -0.261 0.197
H -0.767 -0.987 -1.727 -0.140 -0.243 -0.999 0.240
H 0.981 1.517 -0.971 -1.376 -1.281 -1.014 0.222
H 1.794 0.889 1.804 -1.537 -0.766 0.649 0.219
H 0.581 0.037 2.984 0.417 0.314 0.049 0.231
H -0.007 1.265 1.785 0.841 -0.582 0.734 0.213
H 1.463 -1.095 0.645 -2.545 -0.021 0.115 0.208
```
Positions in Å, forces in eV/Å.

## Properties
**HOMO energy (alpha / beta)**: -7.9 / -8.3 eV
**Kohn-Sham gap (alpha / beta)**: 7.5 / 8.7 eV
**Calculated total energy**: -345.58823 a.u.
**Energy above the lowest of the compared OMol25 structures with the same formula, charge and spin**: 136.0 kcal/mol


8.
The following is a DFT calculation (the ωB97M-V functional and the def2-TZVPD basis) of the molecule C5H8O2 in a non-equilibrium geometry.

```
15
Properties=species:S:1:pos:R:3:forces:R:3:nbo_charge:R:1
C 2.342 -0.500 -0.227 1.929 1.525 -1.558 -0.426
C 1.224 0.183 -0.285 -2.496 -1.702 2.282 -0.197
C -0.164 -0.428 0.195 -0.856 1.777 -0.226 0.509
O 0.006 -1.581 0.951 1.797 0.144 -1.470 -0.686
C -1.299 0.666 0.805 2.270 -1.322 -0.646 -0.461
C -1.782 0.648 -0.643 -1.037 -1.799 -0.288 -0.087
O -1.008 -0.566 -1.000 -0.061 0.885 1.019 -0.550
H 3.249 0.145 -0.456 -0.835 -1.464 0.254 0.219
H 2.436 -1.580 -0.251 0.146 0.038 0.513 0.196
H 1.226 1.222 -0.436 -0.010 1.241 -0.278 0.202
H 0.936 -1.876 0.682 -1.965 0.103 0.936 0.476
H -0.836 1.599 1.164 -0.393 -0.386 -0.011 0.208
H -1.970 0.190 1.558 0.614 0.355 -0.711 0.231
H -2.866 0.389 -0.784 0.904 0.564 0.049 0.189
H -1.492 1.489 -1.273 -0.006 0.042 0.134 0.178
```
Positions in Å, forces in eV/Å.

## Properties
**HOMO energy**: -9.6 eV
**Kohn-Sham gap**: 10.6 eV
**Calculated total energy**: -345.70368 a.u.
**Energy above the lowest of the compared OMol25 structures with the same formula, charge and spin**: 63.6 kcal/mol
**SMILES string**: C=C[C@@]1(O)CCO1


9.
The following is a DFT calculation (the ωB97M-V functional and the def2-TZVPD basis) of the ion C5H8O2P with charge -1 in a non-equilibrium geometry.

```
16
Properties=species:S:1:pos:R:3:forces:R:3:nbo_charge:R:1
C 2.620 1.403 -0.273 0.690 -0.918 -2.109 -0.412
C 1.634 0.493 -0.537 -0.878 0.466 0.135 -0.267
C -0.305 -1.112 -0.034 0.584 -1.746 4.427 -0.510
C 0.894 -0.120 0.477 -2.840 -0.859 -2.661 -0.156
C -1.934 -1.189 -0.377 3.083 0.114 -0.856 -0.851
O -4.049 0.515 0.022 -0.032 0.343 -0.468 -1.143
O -1.961 0.830 1.354 0.165 0.116 0.270 -1.008
P -2.556 0.428 -0.126 -1.736 -0.305 -0.243 1.564
H 3.163 1.708 -1.174 0.055 0.524 0.629 0.176
H 3.106 1.410 0.667 0.244 0.440 0.869 0.177
H 1.292 0.374 -1.607 0.332 -0.020 1.345 0.205
H 0.174 -1.621 -0.821 0.635 -0.688 -1.023 0.191
H -0.208 -1.851 0.939 -0.313 1.076 -2.200 0.179
H 1.129 -0.008 1.524 -0.026 0.049 0.098 0.186
H -1.935 -1.758 -1.382 -0.476 1.302 1.464 0.196
H -1.063 0.499 1.347 0.513 0.106 0.324 0.473
```
Positions in Å, forces in eV/Å.

## Properties
**HOMO energy (alpha / beta)**: -3.2 / -2.1 eV
**Total charge**: -1
**Kohn-Sham gap (alpha / beta)**: 6.8 / 4.8 eV
**Calculated total energy**: -687.03803 a.u.
**Energy above the lowest of the compared OMol25 structures with the same formula, charge and spin**: 112.0 kcal/mol